The following is a quantum chemistry calculation of a molecular structure, C37H57MgOP3Si in a non-equilibrium geometry, from OMol25.

```
100
Properties=species:S:1:pos:R:3:mulliken_charge:R:1
Mg -1.25 1.67 0.74 1.174
C -1.62 -0.94 -3.10 -1.369
C -1.87 -2.37 -2.61 0.513
C -1.55 -3.38 -3.70 -1.636
P -0.98 -2.56 -0.96 0.837
C -1.05 -4.40 -0.67 0.513
C -2.49 -4.84 -0.42 -1.557
C -0.16 -4.74 0.53 -1.488
C 0.78 -2.32 -1.41 -0.438
C 1.52 -3.28 -2.10 -0.430
C 2.86 -3.08 -2.39 -0.895
C 3.48 -1.91 -1.99 -1.034
C 2.75 -0.95 -1.30 0.184
C 1.39 -1.13 -1.00 0.305
Si 0.54 0.16 0.13 -0.936
C 1.78 1.62 0.15 0.650
C 2.48 1.95 1.31 -0.332
C 3.29 3.07 1.38 -0.956
C 3.46 3.86 0.25 -0.870
C 2.80 3.54 -0.92 -0.239
C 1.92 2.46 -0.98 0.018
P 0.99 2.02 -2.51 1.017
C 2.30 2.28 -3.84 0.277
C 1.70 2.02 -5.22 -1.527
C 3.45 1.31 -3.59 -1.510
C -0.13 3.49 -2.91 0.977
C 0.32 4.88 -2.51 -1.694
C -1.54 3.21 -2.37 -1.262
C 0.77 -0.82 1.79 0.205
C 1.95 -1.55 1.99 0.251
C 2.10 -2.46 3.02 -0.993
C 1.05 -2.68 3.91 -1.101
C -0.11 -1.94 3.77 -0.804
C -0.26 -1.00 2.74 0.149
P -1.75 0.07 2.81 -0.087
C -1.47 1.01 4.40 0.405
C -1.35 0.26 5.73 -1.536
C -0.22 1.86 4.19 -1.381
C -3.16 -1.16 3.01 0.970
C -3.89 -1.17 1.66 -1.416
C -4.13 -0.81 4.14 -1.546
H -2.26 -0.71 -3.96 0.591
H -0.58 -0.82 -3.40 0.147
H -1.83 -0.21 -2.32 -0.072
H -2.93 -2.46 -2.35 0.664
H -0.49 -3.32 -3.98 0.242
H -2.14 -3.15 -4.60 0.520
H -1.79 -4.40 -3.41 0.339
H -0.67 -4.94 -1.55 0.544
H -2.88 -4.35 0.48 0.241
H -2.53 -5.92 -0.25 0.455
H -3.14 -4.60 -1.25 0.343
H -0.52 -4.23 1.42 0.117
H 0.87 -4.41 0.36 0.308
H -0.15 -5.81 0.72 0.485
H 1.06 -4.22 -2.40 0.334
H 3.41 -3.83 -2.94 0.421
H 4.53 -1.75 -2.19 0.429
H 3.24 -0.03 -0.99 0.697
H 2.38 1.31 2.19 0.379
H 3.80 3.32 2.30 0.395
H 4.12 4.72 0.29 0.397
H 2.99 4.14 -1.80 0.229
H 2.68 3.31 -3.80 0.426
H 1.17 1.06 -5.23 0.235
H 2.49 1.98 -5.97 0.465
H 1.00 2.80 -5.53 0.385
H 3.08 0.29 -3.58 0.209
H 3.93 1.51 -2.63 0.238
H 4.21 1.39 -4.37 0.583
H -0.19 3.44 -4.00 0.124
H 0.46 4.94 -1.43 0.249
H -0.44 5.61 -2.79 0.450
H 1.25 5.18 -3.00 0.334
H -1.56 3.36 -1.29 0.000
H -1.86 2.20 -2.61 0.209
H -2.26 3.91 -2.81 0.524
H 2.77 -1.42 1.29 0.472
H 3.03 -3.00 3.14 0.396
H 1.14 -3.41 4.70 0.382
H -0.92 -2.10 4.47 0.508
H -2.35 1.67 4.45 0.739
H -0.45 -0.35 5.75 0.351
H -2.21 -0.36 5.95 0.211
H -1.26 1.00 6.53 0.485
H 0.67 1.23 4.24 0.168
H -0.14 2.61 4.98 0.621
H -0.23 2.37 3.23 0.023
H -2.73 -2.15 3.19 0.263
H -4.36 -0.20 1.48 0.358
H -4.66 -1.94 1.65 0.507
H -3.19 -1.37 0.85 0.061
H -4.32 0.27 4.17 0.312
H -3.77 -1.13 5.11 0.308
H -5.09 -1.31 3.96 0.485
C -1.01 4.63 1.68 -0.932
O -1.18 3.31 1.30 -0.548
H -0.73 5.27 0.83 0.208
H -0.22 4.73 2.43 0.279
H -1.93 5.05 2.11 0.300
```

## Properties
E_tot in eV: -82532.0153
LUMO energy in eV: 0.313
Orbital gap in eV: 7.28
Highest occupied orbital energy in eV: -6.97
Energy above the lowest of the compared OMol25 structures with the same formula, charge and spin in kJ/mol: 110.58

The following is a quantum chemistry calculation of a molecular structure, C37H58BrCrN4OP2 in a non-equilibrium geometry, from OMol25.

```
104
Properties=species:S:1:pos:R:3:mulliken_charge:R:1
Cr -0.04 -0.59 0.40 0.052
N 1.26 0.47 4.16 0.088
C -0.02 0.19 4.58 -1.494
C -0.67 -0.37 3.53 -0.930
N 0.16 -0.43 2.45 1.848
C 1.34 0.10 2.84 -0.619
C 2.42 0.15 1.95 -0.699
N 2.21 -0.07 0.64 1.256
C 3.44 -0.06 0.05 -0.731
C 4.40 0.17 0.98 -1.067
N 3.76 0.31 2.19 0.156
H 1.94 0.99 4.69 0.230
H -0.34 0.38 5.59 0.538
H -1.67 -0.77 3.47 0.699
H 3.54 -0.21 -1.01 0.451
H 5.46 0.28 0.88 0.487
H 4.21 0.42 3.08 0.186
C 0.09 6.11 -4.22 -2.078
C 0.14 4.60 -4.45 1.915
C -1.12 4.19 -5.22 -1.637
C 1.38 4.28 -5.30 -1.633
C 0.20 3.79 -3.16 -0.322
C 0.20 2.41 -3.23 -0.844
C 0.18 1.68 -2.06 0.529
Br 0.12 -0.25 -2.15 -0.234
C 0.12 2.21 -0.76 -0.321
O -0.09 1.42 0.25 0.040
C 0.25 3.63 -0.70 -1.152
C 0.25 4.35 -1.89 -0.254
C 0.35 4.42 0.60 2.333
C -0.96 5.18 0.83 -1.720
C 1.50 5.44 0.52 -1.922
C 0.65 3.54 1.82 -2.184
H 0.02 6.62 -5.17 0.448
H 0.98 6.47 -3.71 0.398
H -0.79 6.38 -3.63 0.406
H -1.22 4.78 -6.13 0.450
H -2.01 4.36 -4.60 0.358
H -1.10 3.14 -5.50 0.340
H 1.35 4.84 -6.23 0.452
H 1.43 3.22 -5.55 0.332
H 2.29 4.54 -4.77 0.357
H 0.19 1.88 -4.17 0.571
H 0.27 5.42 -1.81 0.490
H -1.17 5.86 0.02 0.331
H -0.90 5.75 1.76 0.517
H -1.80 4.48 0.91 0.257
H 1.34 6.19 -0.25 0.395
H 2.45 4.94 0.32 0.397
H 1.59 5.96 1.47 0.472
H -0.12 2.80 1.99 0.303
H 0.71 4.17 2.71 0.625
H 1.60 3.02 1.70 0.347
C 2.77 -3.48 0.58 -2.561
C 1.62 -3.92 -0.33 1.902
C 1.85 -3.32 -1.72 -1.492
C 1.66 -5.45 -0.41 -1.688
P 0.03 -3.16 0.42 2.309
C 0.11 -4.06 2.03 0.881
C -0.35 -5.36 2.22 -0.764
C -0.17 -6.00 3.44 -0.956
C 0.46 -5.35 4.49 -0.878
C 0.94 -4.07 4.30 -0.802
C 0.77 -3.43 3.08 -0.955
C -1.55 -3.87 -0.42 2.378
C -1.97 -2.87 -1.50 -2.276
C -2.64 -3.87 0.66 -1.667
C -1.46 -5.23 -1.11 -1.910
H 3.71 -3.64 0.08 0.609
H 2.78 -4.05 1.51 0.341
H 2.69 -2.42 0.83 0.792
H 2.75 -3.75 -2.15 0.583
H 1.99 -2.25 -1.64 -0.151
H 1.02 -3.52 -2.39 0.250
H 2.70 -5.75 -0.57 0.542
H 1.08 -5.83 -1.24 0.343
H 1.33 -5.91 0.51 0.257
H -0.85 -5.90 1.44 0.286
H -0.53 -7.01 3.56 0.484
H 0.59 -5.85 5.43 0.401
H 1.46 -3.56 5.10 0.491
H 1.17 -2.44 2.94 0.749
H -2.12 -1.88 -1.07 0.126
H -2.91 -3.20 -1.95 0.649
H -1.23 -2.80 -2.30 0.256
H -2.54 -3.00 1.30 0.032
H -2.61 -4.76 1.29 0.364
H -3.62 -3.85 0.19 0.595
H -0.87 -5.17 -2.02 0.350
H -2.47 -5.54 -1.39 0.537
H -1.04 -6.01 -0.49 0.287
C -4.14 -0.73 0.83 -1.525
P -2.58 0.22 0.54 1.821
C -3.06 1.08 -1.02 -1.319
C -2.88 1.58 1.73 -0.923
H -4.99 -0.05 0.86 0.574
H -4.09 -1.26 1.77 0.360
H -4.30 -1.45 0.03 0.364
H -4.13 1.30 -1.01 0.565
H -2.84 0.45 -1.89 0.251
H -2.51 2.01 -1.12 0.175
H -3.86 2.02 1.56 0.522
H -2.12 2.34 1.59 -0.176
H -2.82 1.21 2.75 0.403
```

## Properties
E_tot in eV: -164357.9550
LUMO energy (alpha / beta) in eV: -2.531 / -2.637
Multiplicity: 5
Orbital gap (alpha / beta) in eV: 6.76 / 6.92
Highest occupied orbital energy (alpha / beta) in eV: -9.29 / -9.55
Energy above the lowest of the compared OMol25 structures with the same formula, charge and spin in kJ/mol: 40.21
Charge: +1